Entry 1:
A structure of composition C16H22N9ORuS. Source: the Open Molecules 2025 dataset; level of theory: wB97M-V/def2-TZVPD.

Structure (ORCA input):
```
! RIJCOSX wB97M-V def2-TZVPD def2/J DEFGRID3
* xyz 2 6
Ru -0.24543 0.01376 -0.16158
N 0.77724 1.03871 -1.95080
C -0.16529 2.01920 -2.54009
C -1.42822 1.30708 -2.98539
N -2.05818 0.53292 -1.89292
C -3.17482 1.20852 -1.19523
C -2.74451 1.84845 0.11173
N -2.09486 0.83511 0.97368
H 1.62407 1.51000 -1.64374
H 1.06896 0.37332 -2.66362
H 0.27974 2.53955 -3.38971
H -0.39374 2.76706 -1.78039
H -1.18046 0.61053 -3.78939
H -2.12415 2.04015 -3.40025
H -2.43967 -0.30105 -2.31799
H -3.94311 0.46008 -0.98684
H -3.63430 1.96807 -1.83209
H -3.61145 2.29693 0.59986
H -2.02244 2.64384 -0.07609
H -2.76789 0.11600 1.23117
H -1.79471 1.25269 1.85002
C 3.96283 -0.70431 2.97071
N 3.25029 -1.75005 2.24364
C 3.69124 -3.04618 2.09180
C 2.77360 -3.69746 1.36676
N 1.74270 -2.79583 1.07348
C 2.07699 -1.58283 1.61407
S 1.32008 -0.04766 1.61371
C 0.57532 -3.21081 0.36635
C 0.32276 -4.57729 0.28377
C -0.76604 -5.03300 -0.43226
C -1.59881 -4.11260 -1.04593
C -1.29467 -2.78084 -0.88986
N -0.23679 -2.31443 -0.20159
H 4.87052 -1.13622 3.38065
H 3.34267 -0.32281 3.77847
H 4.21654 0.11065 2.29633
H 4.62508 -3.38690 2.50233
H 2.79519 -4.70931 1.01618
H 0.94256 -5.29690 0.79122
H -0.96150 -6.09463 -0.49648
H -2.46690 -4.41256 -1.61416
H -1.93015 -2.02344 -1.32346
O 0.53284 2.94960 0.51912
N 0.71789 3.94668 1.18055
C 0.23498 5.13486 1.04020
C 0.60896 6.16979 1.94945
N 0.90469 7.00847 2.67353
C -0.70090 5.32728 -0.03230
N -1.47877 5.30779 -0.87663
*
```

For the HOMO-LUMO gap (alpha / beta), the calculation gives 7.45 / 6.85 eV. As for the LUMO energy (alpha / beta): -0.225 / -0.285 hartree. The calculation puts the energy above the lowest of the compared OMol25 structures with the same formula, charge and spin at 1.11 kcal per mole. As for the HOMO energy (alpha / beta): -13.579 / -14.614 eV. Its expectation value of S² is 8.777.

From a Löwdin analysis of the wavefunction, the atomic charges in e read:
1. Ru 1.017
2. N -0.067
3. C -0.226
4. C -0.186
5. N -0.116
6. C -0.186
7. C -0.228
8. N -0.061
9. H 0.091
10. H 0.104
11. H 0.133
12. H 0.076
13. H 0.130
14. H 0.131
15. H 0.093
16. H 0.129
17. H 0.130
18. H 0.133
19. H 0.075
20. H 0.103
21. H 0.090
22. C -0.012
23. N -0.114
24. C 0.006
25. C -0.005
26. N 0.032
27. C -0.639
28. S 0.638
29. C -0.217
30. C 0.025
31. C 0.000
32. C -0.019
33. C -0.122
34. N 0.009
35. H 0.105
36. H 0.098
37. H 0.096
38. H 0.146
39. H 0.127
40. H 0.115
41. H 0.134
42. H 0.127
43. H 0.081
44. O 0.003
45. N 0.065
46. C -0.226
47. C -0.133
48. N 0.230
49. C -0.132
50. N 0.219

---

Entry 2:
The ion C5H11N2O with charge +1 in a non-equilibrium geometry. Source: the Open Molecules 2025 dataset; level of theory: wB97M-V/def2-TZVPD.

Structure (ORCA input):
```
! RIJCOSX wB97M-V def2-TZVPD def2/J DEFGRID3
* xyz 1 1
O 0.63854 -2.68629 -1.43090
C 0.93640 -1.52939 -1.36840
C 0.05163 -0.51939 -0.65734
C 0.81605 0.35022 0.35045
C 0.03770 1.55155 0.80403
C 0.39783 2.81046 0.74759
N -1.24611 1.17084 1.42828
N -1.13725 -1.12215 -0.03052
H 1.85193 -1.10883 -1.81995
H -0.30376 0.14752 -1.45115
H 1.70476 0.69952 -0.13721
H 1.16397 -0.20751 1.22485
H -0.24090 3.58462 1.14361
H 1.33235 3.16316 0.35011
H -1.06520 0.87218 2.39188
H -1.97911 1.86793 1.41031
H -1.52536 0.23974 0.92518
H -0.92245 -2.06965 0.27938
H -1.85054 -1.27303 -0.74144
*
```

For the HOMO-LUMO gap, the calculation gives 10.49 eV. As for the LUMO energy: -0.120 hartree. The calculation puts the energy above the lowest of the compared OMol25 structures with the same formula, charge and spin at 39.58 kcal per mole. As for the HOMO energy: -13.749 eV. Its SMILES is C=C([NH3+])C[C@H](N)C=O.

From a Löwdin analysis of the wavefunction, the atomic charges in e read:
1. O 0.104
2. C -0.202
3. C -0.323
4. C -0.099
5. C -0.308
6. C 0.125
7. N 0.205
8. N 0.049
9. H 0.141
10. H 0.164
11. H 0.123
12. H 0.145
13. H 0.085
14. H 0.092
15. H 0.178
16. H 0.166
17. H 0.126
18. H 0.112
19. H 0.117

---

Entry 3:
An isolated molecule of C6H20N2Si2 in a non-equilibrium geometry. Source: the Open Molecules 2025 dataset; level of theory: wB97M-V/def2-TZVPD.

Structure (ORCA input):
```
! RIJCOSX wB97M-V def2-TZVPD def2/J DEFGRID3
* xyz 0 1
C 3.05790 1.17395 0.89073
C 1.02223 -2.62143 -0.32544
C -0.78114 2.58324 -0.33713
C -1.41837 -0.15355 -2.06739
C 1.72497 0.44071 1.11287
C 1.52466 -1.15394 -0.73240
N -1.68049 0.06488 0.97005
N 1.09458 0.05443 -0.15110
Si -3.43425 -0.26310 0.92509
Si -0.72547 0.60641 -0.37001
H 2.87875 2.24024 0.47522
H 3.47492 1.21598 1.80193
H 3.62989 0.55880 0.19472
H -0.12528 -2.78677 -0.62249
H 1.63556 -3.37046 -0.61738
H 0.93789 -2.65261 0.84794
H 0.27143 2.88342 -0.17307
H -1.15332 2.84072 -1.30608
H -1.42569 2.74849 0.46182
H -1.29751 0.67244 -2.66885
H -0.76708 -1.02772 -2.41116
H -2.37129 -0.46473 -1.71644
H 1.89526 -0.52208 1.81269
H 1.10664 1.06740 1.68540
H 2.55222 -1.26414 -0.64976
H 1.37996 -1.18920 -1.78437
H -1.39030 -0.28022 1.85099
H -3.68281 0.13426 -0.38214
H -4.29000 0.25993 2.01251
H -3.64385 -1.79539 1.27327
*
```

For the HOMO-LUMO gap, the calculation gives 8.96 eV. As for the LUMO energy: 0.029 hartree. The calculation puts the energy above the lowest of the compared OMol25 structures with the same formula, charge and spin at 55.32 kcal per mole. As for the HOMO energy: -8.166 eV. Its SMILES is CCN(CC)[Si](C)(C)N[SiH3].

From a Löwdin analysis of the wavefunction, the atomic charges in e read:
1. C -0.084
2. C -0.074
3. C -0.136
4. C -0.135
5. C -0.316
6. C -0.342
7. N -0.272
8. N -0.207
9. Si 0.549
10. Si 0.544
11. H 0.105
12. H 0.014
13. H 0.068
14. H 0.097
15. H 0.003
16. H 0.086
17. H 0.025
18. H 0.003
19. H -0.018
20. H -0.022
21. H 0.048
22. H -0.046
23. H 0.149
24. H 0.066
25. H 0.073
26. H 0.078
27. H 0.002
28. H -0.101
29. H -0.097
30. H -0.061

---

Entry 4:
An isolated molecule of C5H3Cl in a non-equilibrium geometry. Source: the Open Molecules 2025 dataset; level of theory: wB97M-V/def2-TZVPD.

Structure (ORCA input):
```
! RIJCOSX wB97M-V def2-TZVPD def2/J DEFGRID3
* xyz 0 1
C 1.98084 0.55144 0.05438
C 0.46538 0.29926 -0.13427
C -0.70135 0.02482 -0.10396
C -1.97695 -0.35203 0.06300
C -3.07530 -0.78485 0.00714
H 2.24311 1.25438 -0.74133
H 2.13914 1.00748 0.97897
H -4.02562 -1.10430 -0.09894
Cl 2.95074 -0.89620 -0.02499
*
```

For the HOMO-LUMO gap, the calculation gives 10.50 eV. As for the LUMO energy: 0.031 hartree. The calculation puts the energy above the lowest of the compared OMol25 structures with the same formula, charge and spin at 6.93 kcal per mole. As for the HOMO energy: -9.660 eV. Its SMILES is C#CC#CCCl.

From a Löwdin analysis of the wavefunction, the atomic charges in e read:
1. C -0.607
2. C -0.018
3. C -0.082
4. C -0.156
5. C 0.157
6. H 0.073
7. H 0.042
8. H 0.007
9. Cl 0.584

---

Entry 5:
A structure of composition C2H3FO3Ru in a non-equilibrium geometry. Source: the Open Molecules 2025 dataset; level of theory: wB97M-V/def2-TZVPD.

Structure (ORCA input):
```
! RIJCOSX wB97M-V def2-TZVPD def2/J DEFGRID3
* xyz 3 6
H -0.99851 -2.33981 0.53372
O 0.84032 -1.56063 0.15863
C -0.36178 -1.47016 0.30478
C -1.09012 -0.17148 -0.07511
F -1.85162 0.22289 0.95620
H -1.80066 -0.43086 -0.87700
O 0.23048 0.94173 0.13118
Ru 2.00721 0.07395 0.07468
O -0.45185 1.17505 -1.07098
H -0.24644 2.04591 -1.44995
*
```

For the HOMO-LUMO gap (alpha / beta), the calculation gives 10.10 / 7.26 eV. As for the LUMO energy (alpha / beta): -0.617 / -0.743 hartree. As for the HOMO energy (alpha / beta): -26.894 / -27.471 eV. Its expectation value of S² is 8.758.

From a Löwdin analysis of the wavefunction, the atomic charges in e read:
1. H 0.236
2. O 0.040
3. C 0.097
4. C -0.087
5. F 0.238
6. H 0.233
7. O -0.156
8. Ru 2.034
9. O 0.136
10. H 0.229

---

Entry 6:
A structure of composition C17H19Br2InNO9PSe4Te. Source: the Open Molecules 2025 dataset; level of theory: wB97M-V/def2-TZVPD.

Structure (ORCA input):
```
! RIJCOSX wB97M-V def2-TZVPD def2/J DEFGRID3
* xyz -2 1
In 0.21610 -1.70747 -0.73162
O -5.12094 -2.77955 1.31708
C -3.75879 -2.64692 1.24245
O -3.23679 -1.59557 1.03135
C -3.10911 -3.99846 1.48212
O -1.77325 -4.04751 1.15129
C -0.85110 -3.71167 2.17099
C -0.75835 -2.20310 2.35590
O -1.11263 -1.71084 3.42532
O -0.28664 -1.53376 1.37188
H -5.45896 -1.88912 1.13956
H -3.64016 -4.72804 0.86578
H -3.29304 -4.24940 2.53787
H 0.10139 -4.10071 1.81537
H -1.12690 -4.18079 3.12151
Se 1.31769 -4.06980 -0.92102
Se 0.10532 -5.04065 -2.67716
Se -2.11496 -4.50936 -2.20322
Se -2.01452 -2.19183 -2.29118
Br 1.96331 0.51244 -5.26041
C 0.76962 1.21966 -3.97138
C 0.24050 2.49500 -4.17904
C -0.60332 3.07083 -3.27014
Br -1.30619 4.80937 -3.62790
C -0.94313 2.38833 -2.07852
C -1.75202 2.90416 -1.04129
C -1.95257 2.18113 0.09787
C -1.35490 0.91615 0.22968
N -0.62391 0.41482 -0.73674
C -0.40133 1.10305 -1.88173
C 0.47012 0.43624 -2.84740
O 0.90720 -0.72864 -2.63689
H 0.51137 3.03244 -5.07809
H -2.19835 3.88304 -1.16109
H -2.56061 2.56624 0.90534
H -1.46240 0.30349 1.11645
C 2.16760 3.72866 -0.53484
C 3.00949 2.64437 -1.17721
O 2.46103 1.35445 -0.94402
P 2.74806 0.42825 0.32542
O 2.15696 -0.90876 -0.01105
Te 5.01974 0.45462 0.97917
O 1.81333 1.14549 1.41281
C 2.07471 1.19868 2.81296
C 1.87166 -0.14847 3.47198
H 2.55705 4.71072 -0.81642
H 2.18554 3.64137 0.55163
H 1.13137 3.65829 -0.86861
H 4.04176 2.67206 -0.81541
H 3.02090 2.75509 -2.26303
H 1.36267 1.93410 3.19402
H 3.08789 1.57657 2.97409
H 0.83102 -0.47335 3.41975
H 2.18096 -0.08058 4.51896
H 2.49054 -0.90474 2.98678
*
```

For the HOMO-LUMO gap, the calculation gives 5.87 eV. As for the LUMO energy: 0.139 hartree. The calculation puts the energy above the lowest of the compared OMol25 structures with the same formula, charge and spin at 0.00 kcal per mole. As for the HOMO energy: -2.099 eV.

From a Löwdin analysis of the wavefunction, the atomic charges in e read:
1. In 0.278
2. O 0.074
3. C -0.473
4. O 0.118
5. C -0.149
6. O -0.160
7. C -0.123
8. C -0.627
9. O 0.016
10. O -0.125
11. H 0.115
12. H 0.128
13. H 0.142
14. H 0.088
15. H 0.124
16. Se 0.102
17. Se -0.109
18. Se -0.121
19. Se 0.062
20. Br 0.735
21. C -0.609
22. C -0.196
23. C -0.647
24. Br 0.684
25. C -0.212
26. C -0.042
27. C -0.027
28. C -0.082
29. N 0.065
30. C -0.142
31. C -0.452
32. O -0.143
33. H 0.085
34. H 0.072
35. H 0.103
36. H 0.108
37. C -0.059
38. C -0.292
39. O -0.286
40. P 0.080
41. O -0.406
42. Te 0.281
43. O -0.293
44. C -0.325
45. C -0.077
46. H 0.073
47. H 0.069
48. H 0.063
49. H 0.049
50. H 0.115
51. H 0.111
52. H 0.047
53. H 0.050
54. H 0.074
55. H 0.067

---

Entry 7:
The ion C19H31N2O with charge +1. Source: the Open Molecules 2025 dataset; level of theory: wB97M-V/def2-TZVPD.

Structure (ORCA input):
```
! RIJCOSX wB97M-V def2-TZVPD def2/J DEFGRID3
* xyz 1 1
C 1.16735 3.06264 -1.34032
C 2.55742 2.43449 -1.40680
C 2.70309 1.14793 -0.59129
C 2.58674 1.36422 0.91692
C 2.93083 0.12233 1.74279
C 2.06561 -1.10514 1.41532
C 2.82823 -2.15118 0.59863
C 1.93379 -3.28753 0.09027
C 1.31631 -2.98795 -1.27862
H 2.11324 -2.78611 -1.99952
H 0.73923 -3.84631 -1.63958
O 0.52899 -1.81045 -1.30527
C -0.73487 -1.80516 -0.81608
C -1.35368 -0.56134 -0.84746
C -2.66233 -0.43530 -0.36492
C -3.34361 -1.58460 0.10264
C -2.72312 -2.82645 0.12771
C -1.42070 -2.92339 -0.31085
H -0.94010 -3.88692 -0.29082
H -3.24682 -3.70173 0.47789
N -4.59895 -1.19595 0.47631
C -4.73411 0.14136 0.27266
C -3.57422 0.66015 -0.23629
C -3.24966 2.09804 -0.49147
H -4.16726 2.67317 -0.60257
H -2.67299 2.20263 -1.41195
C -2.45715 2.66444 0.68972
H -2.22015 3.71873 0.54357
H -3.04401 2.55657 1.60273
N -1.19236 1.88981 0.84539
H -0.80967 1.96061 1.79236
H -0.47533 2.21416 0.16992
H -1.39879 0.88297 0.61012
H -5.65377 0.64620 0.49559
H -5.32285 -1.81029 0.80893
H -0.83271 0.24442 -1.34425
H 1.15071 -3.49067 0.82352
H 2.52558 -4.19609 -0.02620
H 3.61401 -2.56934 1.22953
H 3.30965 -1.67147 -0.25394
H 1.17533 -0.79256 0.86773
H 1.72724 -1.57560 2.34133
H 2.82052 0.38016 2.79825
H 3.98036 -0.12678 1.58491
H 3.26507 2.16910 1.20884
H 1.57243 1.68447 1.17823
H 3.69171 0.73564 -0.79745
H 1.96587 0.41686 -0.92933
H 2.78167 2.20535 -2.44959
H 3.29283 3.16459 -1.06508
H 0.96558 3.44749 -0.33949
H 0.41287 2.33590 -1.64651
H 1.10697 3.90387 -2.02618
*
```

For the HOMO-LUMO gap, the calculation gives 8.43 eV. As for the LUMO energy: -0.093 hartree. The calculation puts the energy above the lowest of the compared OMol25 structures with the same formula, charge and spin at 28.15 kcal per mole. As for the HOMO energy: -10.963 eV. Its SMILES is CCCCCCCCCOc1ccc2[nH]cc(CC[NH3+])c2c1.

From a Löwdin analysis of the wavefunction, the atomic charges in e read:
1. C -0.111
2. C -0.241
3. C -0.213
4. C -0.212
5. C -0.197
6. C -0.203
7. C -0.193
8. C -0.162
9. C -0.181
10. H 0.134
11. H 0.124
12. O -0.061
13. C -0.264
14. C 0.014
15. C -0.153
16. C -0.198
17. C 0.019
18. C 0.002
19. H 0.111
20. H 0.121
21. N 0.097
22. C -0.028
23. C -0.196
24. C -0.116
25. H 0.130
26. H 0.125
27. C -0.132
28. H 0.132
29. H 0.137
30. N 0.183
31. H 0.171
32. H 0.098
33. H 0.120
34. H 0.133
35. H 0.168
36. H 0.116
37. H 0.109
38. H 0.120
39. H 0.119
40. H 0.107
41. H 0.086
42. H 0.115
43. H 0.108
44. H 0.115
45. H 0.120
46. H 0.079
47. H 0.119
48. H 0.098
49. H 0.112
50. H 0.113
51. H 0.064
52. H 0.060
53. H 0.082

---

Entry 8:
A structure of composition C10H8N4O in a non-equilibrium geometry. Source: the Open Molecules 2025 dataset; level of theory: wB97M-V/def2-TZVPD.

Structure (ORCA input):
```
! RIJCOSX wB97M-V def2-TZVPD def2/J DEFGRID3
* xyz 0 1
N 0.11092 -1.12119 -1.74291
N -0.50579 1.10763 1.00237
N 0.85119 3.69171 -1.50265
O 0.80554 4.89775 -0.68189
C -0.09347 -1.83754 -0.67000
C -0.26914 0.09969 0.26130
C 0.07614 -3.32629 -0.55093
C -0.05715 -3.95096 0.63164
C -0.26210 -3.05725 1.80109
C -0.00708 0.13986 -1.19408
C 0.27802 1.33756 -1.78526
C -0.56772 -1.75146 1.77087
C 0.26921 2.62896 -0.97102
N -0.54617 -1.16989 0.47000
C -0.26119 2.49307 0.46431
H 1.24496 5.73279 -0.93264
H 0.31695 -3.77963 -1.57782
H 0.02547 -4.96897 0.85116
H -0.35963 -3.49783 2.80831
H 0.65378 1.42638 -2.77980
H -0.90997 -1.22156 2.66677
H -1.21157 3.00862 0.58547
H 0.41880 3.11854 1.07570
*
```

For the HOMO-LUMO gap, the calculation gives 7.06 eV. As for the LUMO energy: -0.028 hartree. The calculation puts the energy above the lowest of the compared OMol25 structures with the same formula, charge and spin at 39.15 kcal per mole. As for the HOMO energy: -7.813 eV.

From a Löwdin analysis of the wavefunction, the atomic charges in e read:
1. N 0.170
2. N 0.131
3. N 0.040
4. O -0.110
5. C -0.247
6. C -0.319
7. C 0.013
8. C -0.045
9. C -0.075
10. C -0.216
11. C 0.076
12. C -0.011
13. C -0.230
14. N 0.055
15. C -0.123
16. H 0.093
17. H 0.139
18. H 0.086
19. H 0.106
20. H 0.101
21. H 0.134
22. H 0.117
23. H 0.118